(1)
Entry from the Open Molecules 2025 dataset: a 2-piece molecular cluster, CN2O2S2 overall (ωB97M-V with the def2-TZVPD basis set).

The geometry in XYZ format:
```
7
Properties=species:S:1:pos:R:3
S 1.89916 1.13882 -1.12283
S -3.33853 -0.84925 -0.44813
O -1.08891 -1.24899 0.64369
O -1.19621 0.57567 -0.63467
N 2.79503 0.25381 1.34064
N -1.61253 -0.39189 -0.03077
C 2.54199 0.52184 0.25206
```

## Properties
- ΔE to the lowest compared entry with this formula, charge and spin (kJ/mol) = 290.76
- HOMO level (alpha / beta) (eV) = -9.99 / -10.37
- LUMO energy (alpha / beta) (Eh) = -0.1204 / -0.1240
- total charge = 0
- E (eV) = -29776.0105
- gap between HOMO and LUMO (alpha / beta) (eV) = 6.71 / 7.00

Need the Löwdin charges? In units of e they are: atom 1 (S): 0.752, atom 2 (S): 0.768, atom 3 (O): 0.009, atom 4 (O): -0.042, atom 5 (N): 0.106, atom 6 (N): -0.755, atom 7 (C): -0.837

***

(2)
Entry from the Open Molecules 2025 dataset: one molecule with the formula C10H10O (ωB97M-V with the def2-TZVPD basis set).

The geometry in XYZ format:
```
21
Properties=species:S:1:pos:R:3
O 0.08389 -0.66951 -2.07045
C 0.61281 2.12160 2.15056
C -0.02429 0.18205 0.22604
C -0.34610 1.15917 2.37379
C 1.23406 2.13452 0.84537
C -1.59446 -1.72422 -0.45990
C 1.08933 -1.64960 -2.17346
C -2.16309 -0.70471 -0.98206
C -0.61724 -0.62120 -0.86273
C -0.65519 0.22871 1.42362
C 0.91268 1.21882 -0.11496
H -0.86628 1.05988 3.31916
H -1.67318 -2.76771 -0.31440
H 0.93621 2.64767 3.05626
H 1.71216 -1.59550 -1.20976
H -3.14296 -0.19347 -1.12121
H -1.30335 -0.61295 1.76250
H 0.71686 -2.63237 -2.16454
H 1.63280 -1.52760 -3.08761
H 2.02936 2.85230 0.55424
H 1.42596 1.09410 -1.15046
```

## Properties
- ΔE to the lowest compared entry with this formula, charge and spin (kJ/mol) = 422.11
- HOMO level (eV) = -8.44
- LUMO energy (Eh) = 0.0369
- total charge = 0
- E (eV) = -12575.6928
- SMILES = COC1(c2ccccc2)C=C1
- gap between HOMO and LUMO (eV) = 9.45

Need the Löwdin charges? In units of e they are: atom 1 (O): -0.135, atom 2 (C): -0.072, atom 3 (C): -0.166, atom 4 (C): -0.113, atom 5 (C): -0.088, atom 6 (C): 0.015, atom 7 (C): -0.085, atom 8 (C): 0.074, atom 9 (C): -0.398, atom 10 (C): -0.075, atom 11 (C): -0.028, atom 12 (H): 0.104, atom 13 (H): 0.095, atom 14 (H): 0.102, atom 15 (H): 0.120, atom 16 (H): 0.125, atom 17 (H): 0.128, atom 18 (H): 0.060, atom 19 (H): 0.083, atom 20 (H): 0.106, atom 21 (H): 0.147

***

(3)
Entry from the Open Molecules 2025 dataset: an isolated ion of composition C8H11N2O and charge +1 (ωB97M-V with the def2-TZVPD basis set).

The geometry in XYZ format:
```
22
Properties=species:S:1:pos:R:3
O 3.94537 -0.20514 -2.51238
N 1.34091 -0.11340 -0.23551
N 1.69866 0.15242 -2.36995
C -1.60625 -0.23865 0.64036
C -0.42122 0.42919 1.37309
C 0.86954 -0.22914 1.11671
C -2.57607 0.23658 -1.79960
C 2.92902 -0.20848 -1.90928
C 0.79900 0.15683 -1.32047
C 2.70957 -0.56979 -0.37731
C -1.92835 0.05486 -0.71976
H -1.66891 -1.34508 0.86523
H -3.68849 0.33662 -1.63307
H 1.81552 -0.05821 1.68360
H 3.57705 -0.02711 0.24298
H -0.69317 0.29420 2.49296
H 1.43685 0.37816 -3.28123
H -2.44210 0.14906 1.12273
H -0.27013 1.50037 1.09236
H 2.71659 -1.64213 -0.13429
H 0.74418 -1.25235 1.37326
H -2.20449 0.12616 -2.91584
```

## Properties
- ΔE to the lowest compared entry with this formula, charge and spin (kJ/mol) = 560.29
- HOMO level (eV) = -12.90
- LUMO energy (Eh) = -0.1998
- total charge = +1
- E (eV) = -13490.5653
- gap between HOMO and LUMO (eV) = 7.46

Need the Löwdin charges? In units of e they are: atom 1 (O): 0.149, atom 2 (N): -0.131, atom 3 (N): 0.154, atom 4 (C): -0.167, atom 5 (C): -0.147, atom 6 (C): -0.187, atom 7 (C): 0.083, atom 8 (C): -0.434, atom 9 (C): -0.017, atom 10 (C): -0.003, atom 11 (C): 0.048, atom 12 (H): 0.172, atom 13 (H): 0.138, atom 14 (H): 0.151, atom 15 (H): 0.193, atom 16 (H): 0.167, atom 17 (H): 0.134, atom 18 (H): 0.123, atom 19 (H): 0.146, atom 20 (H): 0.146, atom 21 (H): 0.122, atom 22 (H): 0.161

***

(4)
Entry from the Open Molecules 2025 dataset: one molecule with the formula C26H49IN2O6 (ωB97M-V with the def2-TZVPD basis set).

The geometry in XYZ format:
```
84
Properties=species:S:1:pos:R:3
I 1.85351 1.71074 3.59603
O 2.51233 -1.12367 -2.52644
O 3.42876 6.38429 0.13299
O -3.26105 -4.01372 1.17334
O -2.41501 -4.67108 3.16505
O 4.02078 4.67772 -1.18935
O 0.98708 -0.66166 0.05535
N 2.77655 -2.90163 -1.09040
N 2.45010 1.26914 -0.93699
C 3.98610 3.24720 -1.03643
C 2.43447 -4.32823 -1.37422
C -0.37887 0.89175 -2.04561
C 0.49950 -2.13622 -1.74568
C -1.32078 1.56435 -3.04632
C -2.36403 2.46616 -2.34896
C -0.98712 -2.17562 0.27009
C 2.00605 -2.00695 -1.85100
C -0.38566 -0.14857 3.08920
C -1.51203 0.84207 2.81152
C 2.20474 1.28894 0.50508
C 4.20715 -2.65915 -1.27832
C -1.79724 4.85052 -1.58130
C -2.27770 3.95622 -2.72831
C 0.93696 0.48653 0.88562
C -2.86191 -3.60028 4.00657
C -4.37689 -3.37861 3.99950
C -2.30986 -4.36531 1.83694
C 0.94604 0.13644 2.39222
C -0.13557 -1.24965 -0.60619
C -1.06887 -0.22941 -1.27401
C 3.13253 5.38389 -0.46962
C 2.71627 2.55307 -1.54742
C -0.17962 -3.21206 1.03929
C -2.73900 4.84513 -0.36312
C -0.92126 -4.54076 1.28985
H -0.34620 -5.15907 1.97485
H 1.82970 3.17883 -1.43862
H -0.72991 -1.15114 2.87688
H -1.65572 -1.60608 0.90814
H -2.25680 2.37079 -1.26704
H -1.24511 1.85571 3.10152
H 0.53446 0.54196 -2.52366
H 0.12360 -1.78545 -2.70475
H 2.05532 2.32902 0.78267
H 0.17317 -2.83849 1.99910
H 3.35340 -4.87340 -1.56909
H -1.58769 4.08376 -3.56343
H -3.24659 4.32752 -3.06654
H -0.74202 2.15907 -3.75038
H 0.18521 -3.16890 -1.63345
H -4.81612 -3.66684 4.95091
H -1.77834 0.85362 1.75588
H -2.40713 0.52303 3.34370
H -0.19834 -0.13097 4.16362
H 3.04874 0.86139 1.04722
H -3.36832 2.11092 -2.58092
H -0.80598 4.50628 -1.27756
H -1.72428 -0.79044 -1.94154
H 4.51706 -2.79181 -2.31697
H -1.69410 5.86821 -1.95661
H -1.01526 -5.08825 0.34990
H 1.93601 -4.78485 -0.52286
H -2.53331 -3.87536 5.00598
H -2.33925 -2.67823 3.75201
H 4.76162 -3.36069 -0.65717
H -1.71665 0.20353 -0.50853
H -4.59660 -2.31986 3.85838
H -3.54085 4.11814 -0.48342
H 2.09773 5.02360 -0.50554
H 2.83303 2.38870 -2.61925
H -0.06721 1.65460 -1.33037
H 4.46784 -1.65508 -0.95754
H -1.84691 0.78277 -3.59768
H -1.64342 -2.70181 -0.42599
H 4.19979 2.99639 0.00318
H 0.09202 1.14719 0.69265
H 3.14928 0.58901 -1.19058
H 0.71834 -3.46797 0.48351
H 1.63193 -0.70028 2.51153
H -3.20118 5.82023 -0.22523
H -2.20714 4.59992 0.55397
H -4.84607 -3.91076 3.17974
H 4.82674 2.89292 -1.62879
H 1.81507 -4.43301 -2.26080
```

## Properties
- ΔE to the lowest compared entry with this formula, charge and spin (kJ/mol) = 20.05
- HOMO level (eV) = -8.61
- LUMO energy (Eh) = 0.0145
- total charge = 0
- E (eV) = -51121.5475
- SMILES = CCCCCCC[C@@](CCCC(=O)OCC)(CC(=O)N(C)C)O[C@H](CNCCOC=O)[C@@H](I)CC
- gap between HOMO and LUMO (eV) = 9.01

Need the Löwdin charges? In units of e they are: atom 1 (I): 0.924, atom 2 (O): 0.066, atom 3 (O): 0.091, atom 4 (O): 0.125, atom 5 (O): -0.027, atom 6 (O): -0.026, atom 7 (O): -0.054, atom 8 (N): -0.126, atom 9 (N): -0.055, atom 10 (C): -0.147, atom 11 (C): -0.042, atom 12 (C): -0.190, atom 13 (C): -0.004, atom 14 (C): -0.180, atom 15 (C): -0.196, atom 16 (C): -0.121, atom 17 (C): -0.441, atom 18 (C): -0.347, atom 19 (C): -0.104, atom 20 (C): -0.231, atom 21 (C): -0.073, atom 22 (C): -0.256, atom 23 (C): -0.218, atom 24 (C): -0.346, atom 25 (C): -0.205, atom 26 (C): -0.057, atom 27 (C): -0.465, atom 28 (C): -0.585, atom 29 (C): -0.401, atom 30 (C): -0.122, atom 31 (C): -0.345, atom 32 (C): -0.198, atom 33 (C): -0.151, atom 34 (C): -0.103, atom 35 (C): -0.082, atom 36 (H): 0.121, atom 37 (H): 0.096, atom 38 (H): 0.062, atom 39 (H): 0.113, atom 40 (H): 0.092, atom 41 (H): 0.055, atom 42 (H): 0.104, atom 43 (H): 0.130, atom 44 (H): 0.072, atom 45 (H): 0.108, atom 46 (H): 0.084, atom 47 (H): 0.098, atom 48 (H): 0.106, atom 49 (H): 0.101, atom 50 (H): 0.106, atom 51 (H): 0.069, atom 52 (H): 0.054, atom 53 (H): 0.076, atom 54 (H): 0.073, atom 55 (H): 0.097, atom 56 (H): 0.107, atom 57 (H): 0.088, atom 58 (H): 0.129, atom 59 (H): 0.095, atom 60 (H): 0.099, atom 61 (H): 0.128, atom 62 (H): 0.073, atom 63 (H): 0.119, atom 64 (H): 0.103, atom 65 (H): 0.087, atom 66 (H): 0.107, atom 67 (H): 0.072, atom 68 (H): 0.066, atom 69 (H): 0.131, atom 70 (H): 0.129, atom 71 (H): 0.090, atom 72 (H): 0.082, atom 73 (H): 0.105, atom 74 (H): 0.128, atom 75 (H): 0.122, atom 76 (H): 0.129, atom 77 (H): 0.095, atom 78 (H): 0.081, atom 79 (H): 0.086, atom 80 (H): 0.066, atom 81 (H): 0.064, atom 82 (H): 0.072, atom 83 (H): 0.127, atom 84 (H): 0.091

***

(5)
Entry from the Open Molecules 2025 dataset: C4H8O2Sn as an isolated structure (ωB97M-V with the def2-TZVPD basis set).

The geometry in XYZ format:
```
15
Properties=species:S:1:pos:R:3
Sn 0.99306 -2.53516 3.97510
O 0.14294 3.26172 -0.53491
O 0.76551 -1.65606 2.51830
C -0.47703 0.24245 -1.76639
C 0.35925 -0.69829 0.41527
C 0.25812 -1.73693 1.37888
C -0.31260 -0.82740 -0.76041
H 1.02614 0.14288 0.61382
H -0.51017 3.89316 -0.21694
H -1.15255 -0.10340 -2.56342
H 0.53614 0.37552 -2.20875
H -0.91268 -1.73087 -0.91263
H 0.56872 2.92146 0.26024
H -0.29693 -2.65044 1.10635
H -0.98793 1.10137 -1.30452
```

## Properties
- ΔE to the lowest compared entry with this formula, charge and spin (kJ/mol) = 140.58
- HOMO level (eV) = -16.94
- LUMO energy (Eh) = -0.3917
- total charge = +2
- E (eV) = -14182.9928
- gap between HOMO and LUMO (eV) = 6.28

Need the Löwdin charges? In units of e they are: atom 1 (Sn): 1.705, atom 2 (O): -0.049, atom 3 (O): -0.398, atom 4 (C): -0.013, atom 5 (C): -0.001, atom 6 (C): -0.164, atom 7 (C): 0.016, atom 8 (H): 0.149, atom 9 (H): 0.054, atom 10 (H): 0.107, atom 11 (H): 0.144, atom 12 (H): 0.148, atom 13 (H): 0.028, atom 14 (H): 0.161, atom 15 (H): 0.112

***

(6)
Entry from the Open Molecules 2025 dataset: C12H30BaF6O10 as an isolated structure (ωB97M-V with the def2-TZVPD basis set).

The geometry in XYZ format:
```
59
Properties=species:S:1:pos:R:3
Ba 32.87110 9.36804 -13.08407
F 35.69586 10.06566 -21.41904
F 34.20128 11.34948 -20.65869
F 28.79737 3.97141 -15.74653
F 30.38820 2.85694 -16.57416
F 28.89424 3.72406 -17.91167
F 35.95046 12.23493 -21.50111
O 29.74997 6.36627 -16.59301
O 35.19623 12.85259 -11.28328
O 33.49171 6.41436 -8.72190
O 31.64319 11.69782 -7.94497
O 31.54587 5.34447 -15.90776
O 28.09424 7.33178 -11.34828
O 38.29411 9.36339 -12.42555
O 37.44604 11.64233 -19.30532
O 29.97009 13.00287 -12.86126
O 35.51044 11.64012 -18.17570
C 30.54359 5.20430 -16.84246
C 27.99556 7.92058 -16.96703
C 28.70441 6.67622 -17.49279
C 39.51809 9.61203 -13.11115
C 34.13044 6.62224 -7.50528
C 35.49418 11.19035 -20.75481
C 29.61630 3.91561 -16.79262
C 36.14292 11.10023 -19.31818
C 26.88799 7.66371 -10.67294
C 32.16093 12.59890 -6.96717
C 38.52355 10.98608 -19.97802
C 39.78707 11.74969 -19.60426
H 27.67127 7.85349 -15.92854
H 39.92779 11.72996 -18.52357
H 33.46766 6.98958 -6.72177
H 29.16306 12.82752 -13.38327
H 40.39513 9.37199 -12.51010
H 34.61773 5.69353 -7.20838
H 27.91610 5.92350 -17.50126
H 30.98497 5.25012 -17.83803
H 27.07597 8.11178 -17.52011
H 38.46835 11.01145 -21.06634
H 39.64129 10.64967 -13.42130
H 39.58445 9.03749 -14.03507
H 39.71803 12.75818 -20.01207
H 28.62013 8.81196 -17.02569
H 29.10785 6.87738 -18.48519
H 32.80641 5.74854 -8.62898
H 36.26031 10.06149 -19.00942
H 32.74446 12.03119 -6.24238
H 34.58521 12.63159 -10.55364
H 31.16868 12.18169 -8.62490
H 28.09304 6.37901 -11.46593
H 37.97295 10.22143 -12.13882
H 32.88435 13.27713 -7.41970
H 31.41567 13.23962 -6.49582
H 26.05105 7.44113 -11.33482
H 34.86644 7.41779 -7.62146
H 26.90139 7.13514 -9.71976
H 26.87831 8.74804 -10.56236
H 38.66758 9.95199 -19.66498
H 40.73347 11.33965 -19.95685
```

## Properties
- HOMO level (eV) = -1.67
- LUMO energy (Eh) = 0.0577
- total charge = -2
- E (eV) = -50394.2320
- gap between HOMO and LUMO (eV) = 3.24

Need the Löwdin charges? In units of e they are: atom 1 (Ba): 1.627, atom 2 (F): 0.126, atom 3 (F): 0.150, atom 4 (F): 0.132, atom 5 (F): 0.126, atom 6 (F): 0.111, atom 7 (F): 0.102, atom 8 (O): -0.122, atom 9 (O): -0.605, atom 10 (O): -0.121, atom 11 (O): -0.129, atom 12 (O): -0.277, atom 13 (O): -0.136, atom 14 (O): -0.128, atom 15 (O): -0.113, atom 16 (O): -0.640, atom 17 (O): -0.291, atom 18 (C): -0.497, atom 19 (C): -0.089, atom 20 (C): -0.291, atom 21 (C): -0.171, atom 22 (C): -0.186, atom 23 (C): -0.608, atom 24 (C): -0.602, atom 25 (C): -0.486, atom 26 (C): -0.160, atom 27 (C): -0.168, atom 28 (C): -0.287, atom 29 (C): -0.101, atom 30 (H): 0.068, atom 31 (H): 0.070, atom 32 (H): 0.075, atom 33 (H): -0.201, atom 34 (H): 0.064, atom 35 (H): 0.076, atom 36 (H): 0.100, atom 37 (H): 0.128, atom 38 (H): 0.061, atom 39 (H): 0.102, atom 40 (H): 0.080, atom 41 (H): 0.073, atom 42 (H): 0.070, atom 43 (H): 0.070, atom 44 (H): 0.117, atom 45 (H): 0.078, atom 46 (H): 0.116, atom 47 (H): 0.072, atom 48 (H): -0.225, atom 49 (H): 0.079, atom 50 (H): 0.070, atom 51 (H): 0.072, atom 52 (H): 0.075, atom 53 (H): 0.069, atom 54 (H): 0.074, atom 55 (H): 0.083, atom 56 (H): 0.074, atom 57 (H): 0.081, atom 58 (H): 0.106, atom 59 (H): 0.055